15
Properties=species:S:1:pos:R:3:nbo_charge:R:1 method="wB97M-V/def2-TZVPD" smiles="ONC1=NCCN1O" gap_ev=9.76 multiplicity=1 lumo_energy_ev=0.807 energy_ev=-11785.8697
O 3.048 -0.090 0.034 -0.57
N 1.888 0.742 -0.067 -0.32
C 0.683 0.055 0.007 0.49
N 0.531 -1.170 -0.291 -0.51
C -0.920 -1.530 -0.082 -0.25
C -1.661 -0.135 0.127 -0.26
N -0.450 0.826 0.374 -0.19
O -0.717 1.987 -0.433 -0.56
H 2.853 -0.894 -0.474 0.49
H 2.103 1.475 0.659 0.38
H -1.313 -1.951 -0.970 0.20
H -0.911 -2.220 0.747 0.21
H -2.142 0.299 -0.758 0.21
H -2.370 -0.071 0.965 0.21
H -0.621 2.676 0.161 0.47

=====

75
Properties=species:S:1:pos:R:3:mulliken_spin:R:1 method="wB97M-V/def2-TZVPD" s2=3.763 total_charge=+1 gap_ev="5.95 / 5.81" multiplicity=4 lumo_energy_ev="-4.677 / -4.822" energy_ev=-84520.7447
Nd 0.000 0.000 0.000 2.96
C -1.327 -1.425 1.211 0.02
C -1.177 -0.149 1.869 -0.01
C -2.228 0.219 -0.160 0.02
C -1.920 -1.205 -0.058 -0.03
C -1.785 0.863 1.024 -0.02
C -0.999 -2.755 1.811 -0.01
H -0.176 -2.686 2.528 0.00
H -0.729 -3.488 1.046 0.00
H -1.874 -3.143 2.349 0.00
C -2.291 -2.233 -1.079 0.00
H -1.782 -3.182 -0.890 0.00
H -2.011 -1.886 -2.079 0.00
H -3.373 -2.419 -1.065 0.00
C -3.013 0.848 -1.265 0.00
H -4.084 0.665 -1.099 0.00
H -2.728 0.431 -2.232 0.00
H -2.854 1.928 -1.302 0.00
C -2.035 2.290 1.400 0.00
H -3.003 2.385 1.909 0.00
H -2.055 2.936 0.519 0.00
H -1.271 2.671 2.083 0.00
C -0.776 0.055 3.299 0.00
H -1.666 0.061 3.942 0.00
H -0.259 1.007 3.443 0.00
H -0.119 -0.744 3.651 0.00
C 1.900 -0.948 -0.656 0.06
C 1.658 -1.287 0.683 -0.05
C 2.401 -0.686 1.859 0.00
C 2.480 0.846 1.758 0.00
C 1.256 1.426 1.054 -0.01
C 1.233 1.765 -0.320 0.06
C 2.396 1.499 -1.250 0.00
C 2.942 0.054 -1.125 0.01
H 3.406 -1.130 1.935 0.00
H 3.386 1.149 1.223 0.00
H 1.875 -0.962 2.779 0.00
H 3.801 0.028 -0.444 0.01
H 1.582 -1.667 -1.404 0.00
H 1.251 -2.278 0.862 0.00
H 3.312 -0.267 -2.102 0.00
H 2.046 1.655 -2.272 0.00
H 0.571 2.571 -0.632 0.00
H 3.203 2.224 -1.064 0.00
H 2.557 1.279 2.761 0.00
H 0.601 2.001 1.702 0.00
P 6.277 2.158 0.896 0.00
C 7.207 1.107 -0.318 0.00
C 7.366 1.940 2.380 0.00
P 5.610 5.162 0.688 0.00
C 6.872 3.835 0.342 0.00
C 6.465 6.011 2.099 0.00
C 6.045 6.337 -0.678 0.00
H 6.782 1.238 -1.318 0.00
H 7.099 0.053 -0.041 0.00
H 8.274 1.359 -0.347 0.00
H 8.425 2.091 2.136 0.00
H 7.233 0.932 2.785 0.00
H 7.073 2.662 3.147 0.00
H 7.113 6.586 -0.680 0.00
H 5.464 7.258 -0.566 0.00
H 5.786 5.881 -1.638 0.00
H 7.085 3.788 -0.735 0.00
H 7.802 4.096 0.865 0.00
H 5.931 6.936 2.343 0.00
H 7.508 6.255 1.863 0.00
H 6.441 5.366 2.984 0.00
F -0.873 -0.706 -6.042 0.00
C -1.416 -0.217 -4.869 0.00
F -1.839 1.082 -5.071 0.00
F -2.494 -0.999 -4.503 0.00
S -0.158 -0.244 -3.557 0.00
O 0.065 -1.666 -3.041 0.00
O 1.226 0.082 -4.138 0.00
O -0.355 0.839 -2.213 0.00

=====

6
Properties=species:S:1:pos:R:3:nbo_charge:R:1 method="wB97M-V/def2-TZVPD" gap_ev=8.18 multiplicity=1 lumo_energy_ev=-1.154 energy_ev=-27401.7190
C 0.191 0.000 -0.058 -0.20
O -1.009 -0.002 -0.664 -0.75
I 0.456 1.797 1.200 0.12
I 1.661 -0.004 -1.643 0.20
I 0.457 -1.791 1.208 0.12
H -1.755 0.000 -0.042 0.50

=====

44
Properties=species:S:1:pos:R:3:nbo_charge:R:1 method="wB97M-V/def2-TZVPD" smiles="CCCN1C(=O)N2CCCCN=C2c2ncn(CCC)c21" gap_ev=8.19 multiplicity=1 lumo_energy_ev=0.669 energy_ev=-25423.9449
C 3.340 -2.484 1.312 -0.61
C 2.107 -1.591 1.180 -0.41
C 1.699 -1.471 -0.260 -0.20
N 0.385 -0.758 -0.306 -0.45
C -0.824 -1.526 -0.360 0.82
O -0.699 -2.668 -0.623 -0.62
N -2.087 -0.970 -0.163 -0.46
C -3.296 -1.806 -0.176 -0.21
C -4.095 -1.815 -1.565 -0.40
C -4.345 -0.424 -2.134 -0.40
C -4.623 0.600 -1.060 -0.25
N -3.309 1.098 -0.608 -0.49
C -2.186 0.411 -0.367 0.41
C -0.989 1.241 -0.375 0.02
N -0.911 2.568 -0.328 -0.41
C 0.270 2.933 -0.126 0.14
N 1.074 1.780 -0.200 -0.37
C 2.511 1.957 -0.129 -0.22
C 2.742 2.253 1.394 -0.41
C 4.138 2.340 1.747 -0.61
C 0.252 0.655 -0.236 0.32
H 4.181 -1.904 0.828 0.20
H 3.600 -2.722 2.375 0.22
H 3.111 -3.421 0.869 0.21
H 1.257 -1.959 1.748 0.21
H 2.306 -0.593 1.625 0.19
H 1.671 -2.407 -0.835 0.25
H 2.507 -0.847 -0.726 0.19
H -3.978 -1.465 0.617 0.20
H -2.954 -2.785 0.107 0.24
H -4.984 -2.401 -1.396 0.21
H -3.416 -2.330 -2.271 0.21
H -3.403 -0.086 -2.649 0.21
H -5.205 -0.577 -2.830 0.21
H -5.269 0.034 -0.444 0.18
H -5.159 1.423 -1.543 0.20
H 0.411 4.034 -0.108 0.23
H 2.800 2.743 -0.873 0.21
H 3.121 1.196 -0.466 0.21
H 2.213 3.254 1.677 0.21
H 2.301 1.467 2.055 0.21
H 4.427 2.491 2.900 0.22
H 4.689 1.412 1.550 0.20
H 4.620 3.119 1.171 0.20

=====

12
Properties=species:S:1:pos:R:3:nbo_charge:R:1 method="wB97M-V/def2-TZVPD" gap_ev=8.05 multiplicity=1 lumo_energy_ev=-1.208 energy_ev=-20971.0020
C -0.362 -0.705 0.032 0.32
C 2.069 0.004 -0.209 0.21
H -3.870 -0.840 -0.265 0.37
H -2.326 0.763 1.139 0.31
H 1.937 1.990 -0.323 0.40
H 2.979 0.290 -0.844 0.19
N -2.395 0.050 -0.224 -0.65
N -1.574 -1.143 -0.051 -0.33
N 1.379 1.104 0.371 -0.75
N 1.948 -1.254 -0.208 -0.11
O 0.612 -1.327 0.549 -0.40
S -0.397 1.068 0.033 0.45

=====

119
Properties=species:S:1:pos:R:3:mulliken_spin:R:1 method="wB97M-V/def2-TZVPD" s2=2.059 total_charge=+1 gap_ev="4.47 / 4.91" multiplicity=3 lumo_energy_ev="-5.051 / -4.613" energy_ev=-188581.6386
V -0.266 -1.715 1.212 2.09
C -0.500 -2.290 3.229 -0.15
C 0.934 -2.154 3.163 -0.08
C 1.368 -2.977 2.067 0.10
C 0.209 -3.796 1.700 -0.09
C -0.955 -3.353 2.405 0.04
C -2.246 -4.076 2.517 0.02
C -3.005 -3.792 3.838 -0.01
C -2.040 -5.576 2.397 -0.01
C -3.222 -3.680 1.347 0.04
C 2.704 -3.198 1.373 -0.06
C 3.882 -3.453 2.287 0.00
C 3.074 -1.954 0.518 0.03
C 2.641 -4.479 0.491 0.01
C 1.683 -1.389 4.252 -0.01
C 2.616 -0.274 3.664 0.01
C 0.705 -0.719 5.221 -0.01
C 2.454 -2.381 5.122 -0.01
H -1.113 -1.688 3.928 -0.02
H 0.170 -4.498 0.877 -0.01
H -2.432 -3.935 4.756 0.00
H -3.804 -4.557 3.934 0.00
H -3.455 -2.810 3.798 0.00
H -1.296 -5.908 3.122 0.00
H -1.665 -5.880 1.416 0.00
H -2.978 -6.065 2.651 0.00
H -3.342 -2.560 1.311 -0.01
H -4.181 -4.164 1.598 0.00
H -2.836 -4.075 0.364 0.00
H 4.059 -2.676 3.044 0.00
H 4.740 -3.485 1.603 0.00
H 3.773 -4.402 2.776 0.00
H 3.407 -1.084 1.147 0.01
H 2.233 -1.614 -0.099 0.00
H 3.924 -2.229 -0.120 0.00
H 2.553 -5.359 1.175 0.00
H 3.577 -4.540 -0.048 0.00
H 1.851 -4.544 -0.239 0.00
H 2.079 0.510 3.143 0.00
H 3.316 -0.674 2.992 0.00
H 3.125 0.185 4.547 0.00
H -0.081 -0.181 4.630 0.00
H 1.227 -0.001 5.851 0.00
H 0.194 -1.432 5.868 0.00
H 3.269 -2.859 4.562 0.00
H 1.772 -3.160 5.537 0.00
H 2.785 -1.858 6.020 0.00
N -3.358 0.032 -0.967 0.00
P -2.271 -0.285 -2.323 -0.01
C -3.478 -0.683 -3.508 0.00
C -4.126 0.252 -4.314 0.00
C -5.245 -0.122 -5.063 0.00
C -5.729 -1.395 -5.028 0.00
C -5.037 -2.365 -4.376 0.00
C -3.923 -2.024 -3.574 0.00
C -1.676 1.322 -2.935 0.00
C -1.955 2.558 -2.392 0.00
C -1.444 3.704 -2.981 0.00
C -0.665 3.638 -4.112 0.00
C -0.247 2.412 -4.602 0.00
C -0.745 1.226 -4.028 0.00
C -2.903 0.036 0.301 0.05
C -3.749 0.364 1.351 0.00
C -3.135 0.902 2.496 0.01
C -1.809 1.276 2.439 0.00
C -1.014 0.726 1.440 0.04
N -1.536 -0.194 0.537 0.04
H -4.389 0.043 -1.136 0.00
H -3.747 1.335 -4.348 0.00
H -5.776 0.633 -5.687 0.00
H -6.679 -1.576 -5.533 0.00
H -5.420 -3.418 -4.346 0.00
H -3.381 -2.816 -3.027 0.00
H -2.508 2.653 -1.476 0.00
H -1.743 4.657 -2.556 0.00
H -0.308 4.520 -4.627 0.00
H 0.485 2.328 -5.397 0.00
H -0.567 0.221 -4.445 0.00
H -4.850 0.272 1.214 0.00
H -3.712 1.112 3.401 0.00
H -1.488 2.025 3.155 0.00
H -0.001 1.129 1.218 -0.02
C 3.550 0.246 -4.026 0.00
O 2.821 1.313 -3.396 0.00
C 3.343 2.559 -3.123 0.00
C 4.584 3.055 -3.512 0.00
C 4.998 4.287 -2.995 0.00
Br 6.732 4.973 -3.149 0.00
C 4.140 5.045 -2.221 0.00
C 2.845 4.571 -1.874 0.00
C 2.459 3.315 -2.318 0.00
O 1.365 2.657 -1.787 0.00
C 2.082 5.278 -0.904 0.00
N 2.564 6.382 -0.312 0.00
C 1.621 6.800 0.554 0.00
C 1.644 7.869 1.487 0.00
C 0.543 8.005 2.311 0.00
C -0.550 7.157 2.241 0.00
C -0.618 6.079 1.352 0.00
C 0.513 5.911 0.531 0.00
N 0.820 4.953 -0.440 0.00
H 3.008 0.082 -4.955 0.00
H 3.424 -0.599 -3.305 0.00
H 4.576 0.484 -4.253 0.00
H 5.220 2.537 -4.218 0.00
H 4.454 6.004 -1.779 0.00
H 1.203 1.920 -2.389 0.00
H 2.420 8.629 1.521 0.00
H 0.525 8.790 3.058 0.00
H -1.370 7.340 2.938 0.00
H -1.525 5.504 1.289 0.00
H 0.332 4.087 -0.681 0.00
F -0.739 -2.723 -0.663 0.00
Sb -0.044 -3.292 -2.557 0.00
F -1.794 -3.973 -3.070 0.00
F -0.525 -1.723 -3.514 0.00
F 0.990 -3.917 -4.014 0.00
F 1.424 -2.276 -1.845 0.01
F 0.186 -5.027 -1.706 0.00

=====

67
Properties=species:S:1:pos:R:3:nbo_charge:R:1 method="wB97M-V/def2-TZVPD" total_charge=+1 gap_ev=1.93 multiplicity=1 lumo_energy_ev=-7.959 energy_ev=-43612.3603
C 3.298 -2.309 3.184 -0.60
C 2.576 -1.266 2.336 -0.53
C 1.107 -1.497 2.367 0.61
C 0.014 -0.507 1.959 -0.32
C -1.220 -1.185 2.639 -0.59
O 0.636 -2.472 2.961 -0.58
Si 2.310 -5.734 -0.439 1.84
C 1.934 -6.235 1.458 -1.13
C 0.602 -4.933 -1.045 -1.13
C 3.599 -4.286 -0.326 -1.16
H 4.253 -1.958 3.597 0.22
H 2.660 -2.612 4.016 0.24
H 3.494 -3.179 2.549 0.18
H 2.786 -0.255 2.677 0.24
H 3.000 -1.264 1.334 0.24
H 0.264 0.428 2.505 0.23
H -2.110 -0.573 2.778 0.21
H -1.510 -2.049 2.034 0.20
H -0.931 -1.545 3.632 0.24
H 1.920 -7.328 1.484 0.26
H 2.665 -6.018 2.259 0.28
H 0.999 -5.978 2.008 0.31
H 0.644 -4.702 -2.116 0.26
H -0.264 -5.613 -1.021 0.27
H 0.146 -4.001 -0.631 0.32
H 3.982 -4.046 -1.319 0.26
H 3.424 -3.274 0.101 0.33
H 4.525 -4.566 0.188 0.27
C 4.063 2.179 -3.796 -0.26
O 3.952 0.866 -3.174 -0.52
C 2.992 0.657 -2.233 0.40
C 2.843 -0.648 -1.698 -0.30
C 1.762 -0.924 -0.858 -0.24
C 0.924 0.094 -0.364 0.03
C -0.255 -0.278 0.568 -0.29
C -1.383 0.772 0.541 0.07
C -2.641 0.478 0.019 -0.22
C -3.643 1.446 0.113 -0.25
C -3.379 2.615 0.826 0.29
O -4.304 3.656 0.882 -0.49
C -4.607 4.271 -0.323 0.28
C -5.824 4.958 -0.323 -0.26
C -6.200 5.658 -1.458 -0.19
C -5.372 5.665 -2.591 -0.24
C -4.150 4.973 -2.576 -0.21
C -3.758 4.263 -1.439 -0.26
C -2.172 2.842 1.485 -0.24
C -1.154 1.925 1.278 -0.24
C 1.124 1.377 -0.872 -0.20
C 2.124 1.678 -1.802 -0.32
H 4.878 2.093 -4.519 0.21
H 3.135 2.450 -4.317 0.19
H 4.310 2.947 -3.049 0.19
H 3.545 -1.421 -1.998 0.21
H 1.550 -1.965 -0.614 0.18
H -0.654 -1.238 0.150 0.20
H -2.842 -0.477 -0.468 0.22
H -4.611 1.313 -0.361 0.24
H -6.428 4.910 0.584 0.23
H -7.153 6.195 -1.459 0.22
H -5.666 6.221 -3.480 0.22
H -3.497 4.972 -3.450 0.22
H -2.807 3.718 -1.409 0.22
H -2.004 3.736 2.072 0.24
H -0.179 2.101 1.743 0.21
H 0.464 2.190 -0.590 0.23
H 2.210 2.686 -2.213 0.23

=====

11
Properties=species:S:1:pos:R:3:nbo_charge:R:1 method="wB97M-V/def2-TZVPD" smiles="C#CC1(CO)N=N1" gap_ev=10.02 multiplicity=1 lumo_energy_ev=0.337 energy_ev=-9236.1192
C 0.096 0.911 -2.317 -0.18
C -0.208 0.335 -1.312 -0.06
C -0.590 -0.358 -0.121 -0.01
C 0.156 0.012 1.146 -0.07
O 1.515 -0.305 0.968 -0.71
N -1.143 -1.695 -0.244 -0.01
N -1.959 -0.827 0.001 -0.02
H 0.382 1.420 -3.188 0.23
H -0.279 -0.547 1.990 0.17
H 0.022 1.089 1.330 0.18
H 2.009 -0.034 1.748 0.47

=====

59
Properties=species:S:1:pos:R:3:nbo_charge:R:1 method="wB97M-V/def2-TZVPD" total_charge=+1 gap_ev=10.19 multiplicity=1 lumo_energy_ev=-2.213 energy_ev=-49329.8355
N -2.995 3.430 0.059 -0.59
C -3.492 3.105 1.174 0.13
C -2.709 2.286 2.158 -0.62
S -1.556 1.182 1.335 0.86
C -1.232 -0.106 2.548 -0.57
C -0.548 0.440 3.850 -0.22
N 0.827 0.005 4.002 -0.80
C -2.399 0.324 -0.051 -0.18
O -3.774 0.497 -0.087 -0.53
C -4.497 -0.716 0.136 0.22
O -4.483 -1.079 1.471 -0.54
C -5.440 -0.410 2.279 -0.10
C -6.303 -1.449 3.072 -0.08
O -5.654 -2.700 3.171 -0.68
H -3.655 3.990 -0.477 0.37
H -4.509 3.384 1.458 0.19
H -3.320 1.744 2.878 0.25
H -2.085 2.965 2.746 0.29
H -0.666 -0.908 2.080 0.26
H -2.209 -0.527 2.806 0.24
H -0.563 1.528 3.821 0.20
H -1.144 0.056 4.674 0.21
H 0.888 -1.004 4.074 0.36
H 1.335 0.256 3.161 0.36
H -1.898 0.661 -0.956 0.24
H -2.153 -0.732 0.090 0.22
H -5.507 -0.519 -0.227 0.18
H -4.079 -1.527 -0.462 0.18
H -6.087 0.229 1.674 0.18
H -4.954 0.247 3.008 0.15
H -6.469 -1.043 4.071 0.17
H -7.231 -1.587 2.526 0.19
H -4.882 -2.569 3.725 0.46
C 4.991 0.303 -0.634 -0.63
C 3.866 0.345 0.365 0.07
C 2.506 -0.088 -0.133 -0.09
O 1.630 0.638 0.761 -0.54
C 2.290 1.761 1.151 0.97
O 1.770 2.651 1.747 -0.59
O 3.577 1.707 0.780 -0.48
H 5.858 0.823 -0.224 0.23
H 5.269 -0.716 -0.857 0.26
H 4.720 0.807 -1.562 0.21
H 4.146 -0.216 1.261 0.19
H 2.335 -1.157 -0.064 0.22
H 2.303 0.245 -1.152 0.19
C 5.643 -0.625 -6.215 -0.63
C 4.857 -1.566 -5.341 0.06
C 3.356 -1.476 -5.474 -0.10
O 2.918 -1.945 -4.185 -0.49
C 3.899 -1.658 -3.303 0.98
O 3.793 -1.742 -2.118 -0.62
O 5.016 -1.253 -3.938 -0.49
H 6.691 -0.615 -5.916 0.24
H 5.580 -0.934 -7.257 0.23
H 5.270 0.396 -6.126 0.22
H 5.200 -2.594 -5.486 0.19
H 2.950 -2.096 -6.268 0.21
H 3.007 -0.449 -5.600 0.19

=====

17
Properties=species:S:1:pos:R:3:nbo_charge:R:1 method="wB97M-V/def2-TZVPD" smiles="C=PN(C)C.C=O" gap_ev=8.33 multiplicity=1 lumo_energy_ev=0.606 energy_ev=-17133.2940
C 0.132 -2.531 -0.305 -1.00
P 0.547 -1.039 0.353 0.95
N -0.877 -0.106 0.008 -0.74
C -1.925 -0.177 -0.986 -0.40
C -0.920 1.047 0.768 -0.39
H -0.692 -2.669 -1.044 0.22
H 0.727 -3.482 -0.021 0.24
H -1.887 0.781 -1.600 0.19
H -1.808 -0.908 -1.703 0.21
H -2.829 -0.398 -0.482 0.20
H -1.754 1.142 1.659 0.15
H -0.046 1.368 1.243 0.20
H -1.178 1.898 0.176 0.18
C 3.116 1.263 0.485 0.29
O 2.793 0.492 -0.361 -0.49
H 2.416 1.920 1.006 0.10
H 4.185 1.399 0.806 0.10